Density functional theory data (ωB97M-V/def2-TZVPD) for a 2-piece molecular cluster, FH3OSi overall.

The geometry in XYZ format:
```
6
Properties=species:S:1:pos:R:3:nbo_charge:R:1
F 2.358 0.387 0.496 -0.705
O -1.988 0.602 0.256 -0.931
H 0.568 -0.714 -0.534 -0.382
H -2.027 -0.301 0.090 0.464
Si 2.175 -0.796 -0.653 1.086
H -1.086 0.823 0.346 0.469
```

Output
- Total energy: -466.37527 a.u.
- HOMO energy: -9.595 eV
- LUMO energy: -1.1 eV
- Frontier orbital gap: 0.314 hartree

Density functional theory data (ωB97M-V/def2-TZVPD) for C31H38OPTl as an isolated structure.

The geometry in XYZ format:
```
72
Properties=species:S:1:pos:R:3:lowdin_charge:R:1
C 1.315 0.716 -3.492 -0.258
H -0.352 3.541 -0.551 0.083
H 6.115 -0.708 0.453 0.099
C 1.529 -0.478 -4.345 -0.014
C -3.196 -2.348 -1.764 -0.048
H 5.213 -2.238 0.197 0.090
C -4.455 -2.824 0.252 -0.038
H 3.420 3.213 -1.015 0.084
H 0.559 -1.557 -1.295 0.115
H 0.373 0.119 3.652 0.117
C -3.916 1.805 3.764 -0.043
H 2.406 4.478 -1.731 0.117
H 4.181 1.746 -3.982 0.131
H -3.907 3.950 4.060 0.117
H -0.873 2.466 1.438 0.085
C 2.332 1.509 -2.895 -0.197
H -5.285 -3.305 0.771 0.125
C 2.874 -1.298 -0.688 -0.187
H -4.976 -3.592 -1.709 0.121
C 3.937 -0.545 0.116 -0.337
H 1.644 -0.237 -5.418 0.116
H -3.052 -2.488 -2.845 0.121
H -1.466 -1.132 -1.536 0.020
H -3.686 -1.953 2.049 0.100
H -1.943 4.364 2.542 0.118
C 0.485 -3.138 4.653 -0.040
C -0.743 3.118 -1.487 0.006
H 0.690 -1.181 -4.247 0.085
H 3.656 -0.550 1.179 0.115
C -2.341 3.359 2.705 -0.049
C 2.383 3.499 -1.225 -0.010
H 2.442 -1.005 -4.032 0.079
C 0.158 -0.948 3.676 -0.065
C 0.053 1.223 -3.063 -0.223
P -1.469 -0.426 1.509 0.876
C 1.706 2.480 -2.063 -0.216
C -2.489 -1.379 0.361 -0.261
C -0.825 -2.907 2.627 -0.068
H 4.349 1.744 -2.215 0.087
O -0.385 0.451 0.855 -0.480
C -3.316 0.731 3.112 -0.069
H -1.084 3.965 -2.109 0.126
H 3.183 -1.542 -1.714 0.071
C -1.277 0.698 -3.448 -0.006
C 0.292 2.304 -2.169 -0.214
H 5.537 -1.171 -1.176 0.082
H -0.459 -4.798 3.608 0.120
H 2.471 -2.175 -0.161 0.076
C -0.696 -1.509 2.711 -0.276
H -1.970 0.763 -2.597 0.084
H 1.865 3.640 -0.265 0.093
Tl 1.123 0.058 -0.736 1.150
C -0.274 -3.719 3.622 -0.048
H -1.624 2.510 -1.238 0.094
C -2.317 -1.562 -1.022 -0.099
H 1.323 -1.291 5.460 0.121
H -4.757 1.601 4.426 0.119
H 0.897 -3.760 5.453 0.121
H -1.211 -0.354 -3.761 0.086
C -1.752 2.286 2.055 -0.071
H 4.003 0.521 -0.151 0.085
C -3.563 -2.044 0.974 -0.092
C 5.304 -1.191 -0.105 -0.074
H -1.376 -3.344 1.796 0.106
C 0.722 -1.752 4.669 -0.050
C -4.284 -2.984 -1.131 -0.027
C 3.793 1.295 -3.051 0.017
H 4.045 0.223 -3.086 0.087
H -1.736 1.260 -4.283 0.127
C -2.265 0.988 2.242 -0.272
H -3.618 -0.300 3.258 0.098
C -3.434 3.109 3.556 -0.036
```

Output
- Total energy: -1792.42862 a.u.
- HOMO energy (alpha / beta): -14.230 / -14.166 eV
- Net charge: +2
- LUMO energy (alpha / beta): -8.8 / -8.4 eV
- Frontier orbital gap (alpha / beta): 0.201 / 0.211 hartree

Density functional theory data (ωB97M-V/def2-TZVPD) for a 2-piece molecular cluster, C4H9NO2 overall.

The geometry in XYZ format:
```
16
Properties=species:S:1:pos:R:3:nbo_charge:R:1
O 0.560 -0.119 1.299 -0.628
H 0.963 -2.695 1.214 0.237
N 0.480 1.760 -1.460 -0.623
H 0.500 2.273 -2.345 0.332
H 2.556 2.039 -1.457 0.142
H 1.018 -2.285 -0.504 0.240
H -1.338 1.335 0.038 0.227
H 1.770 1.117 -0.033 0.195
C -1.879 0.585 0.620 -0.277
C -0.114 -0.940 0.714 0.803
H -0.462 -3.007 0.170 0.232
H -1.767 0.786 1.689 0.190
C 1.649 1.645 -0.980 -0.041
H -2.933 0.556 0.344 0.189
O -1.368 -0.721 0.315 -0.500
C 0.367 -2.328 0.375 -0.716
```

Output
- Total energy: -363.02366 a.u.
- HOMO energy: -10.107 eV
- Structure (SMILES): COC(C)=O.C=N
- LUMO energy: 1.1 eV
- Frontier orbital gap: 0.410 hartree

Density functional theory data (ωB97M-V/def2-TZVPD) for C2H6InO3 as an isolated structure.

The geometry in XYZ format:
```
12
Properties=species:S:1:pos:R:3:lowdin_charge:R:1
H 1.622 -0.248 0.276 0.120
H 0.285 1.669 -1.347 0.077
C 1.053 -0.856 1.019 -0.393
H -1.208 -0.758 -0.922 0.168
O 1.294 -0.293 2.260 -0.371
O -0.399 -0.246 -1.476 -0.207
O -0.481 -1.116 1.008 -0.427
C -0.666 1.130 -1.462 -0.209
In -0.543 -0.310 2.748 0.983
H -1.162 1.467 -2.391 0.073
H 1.524 -1.860 0.905 0.113
H -1.319 1.420 -0.618 0.072
```

Output
- 2S+1: 2
- Total energy: -495.50735 a.u.
- HOMO energy (alpha / beta): -9.332 / -9.486 eV
- LUMO energy (alpha / beta): 0.0 / -2.6 eV
- Frontier orbital gap (alpha / beta): 0.341 / 0.252 hartree

Density functional theory data (ωB97M-V/def2-TZVPD) for a 2-piece molecular cluster, C29H54BF11N7O7 overall.

The geometry in XYZ format:
```
109
Properties=species:S:1:pos:R:3:lowdin_charge:R:1
C 1.861 -2.515 -0.149 -0.046
O -1.734 -1.518 -2.386 0.124
C -4.585 -0.900 3.181 -0.085
B 0.107 -4.003 -1.236 -0.626
H -2.348 -2.460 -0.681 0.143
C -1.740 -1.621 -0.979 -0.112
N -0.044 -4.551 -2.538 0.215
H -2.249 -0.751 -0.608 0.145
H -2.885 -2.125 4.408 0.132
C -0.424 -1.714 0.906 -0.350
H 1.037 1.046 0.033 0.112
H -1.030 -3.438 3.220 0.141
H 0.757 2.740 1.990 0.114
N -0.412 -1.585 -0.416 0.071
C 2.878 -1.999 2.045 -0.122
O 1.922 0.162 -4.801 -0.211
C -5.259 -0.129 2.090 -0.518
F -4.393 0.680 1.547 0.166
H 4.598 -0.863 1.294 0.104
H 5.250 -0.722 -2.394 0.086
H 4.456 0.546 -5.092 0.119
H 0.509 3.182 0.350 0.114
C -7.310 1.270 1.488 -0.506
H 5.599 0.727 -1.428 0.082
H -0.913 -1.683 3.499 0.120
C 4.109 -0.289 3.339 -0.165
H 0.050 -3.847 -3.257 0.081
O 5.820 1.053 2.276 -0.188
H 2.376 -0.569 0.591 0.136
C -3.442 3.190 0.483 -0.631
C 5.282 0.661 3.512 -0.235
H 7.589 0.027 2.603 0.083
H 1.903 1.087 -6.662 0.132
H -3.284 -3.423 3.356 0.138
H 0.233 -0.773 -5.516 0.094
N -4.136 3.420 1.449 0.183
F -9.145 1.580 2.841 0.171
C 4.219 2.317 -3.063 -0.196
O -0.151 -4.771 -0.151 0.171
H 4.917 -2.028 2.512 0.113
H 0.132 -0.051 -3.890 0.072
H 1.108 0.580 2.558 0.116
F -7.204 -0.210 3.252 0.210
H 3.983 -0.820 4.254 0.113
H 2.704 -2.345 -0.776 0.132
C 3.863 1.108 -5.816 -0.187
H -4.218 2.960 -1.349 0.083
C 0.600 -2.490 -1.042 -0.090
F -2.943 -1.341 -4.046 0.294
C 0.356 0.194 1.903 -0.110
C 0.530 0.082 -4.896 -0.118
C 3.271 2.722 -4.152 -0.194
F -3.026 0.156 -2.660 0.223
C -2.885 -1.114 -2.830 -0.967
H 0.649 -5.251 -2.758 0.097
C -1.270 2.997 1.477 -0.195
H 6.189 0.596 -3.113 0.093
C 4.215 -1.283 2.196 -0.172
O -3.490 -1.499 2.577 -0.098
H 3.919 2.792 -2.118 0.128
H 5.232 2.644 -3.319 0.133
H -5.280 -1.616 3.576 0.150
H 0.803 -2.108 -2.011 0.126
H -2.130 -2.691 1.043 0.161
O 3.770 2.470 -5.447 -0.108
H 7.564 1.119 1.276 0.081
C 2.541 0.440 -6.051 -0.191
F -5.606 -0.986 1.164 0.185
C 1.914 -1.461 0.941 -0.211
C -6.479 0.626 2.573 -0.473
N -2.265 2.440 0.547 0.024
C -8.403 2.195 1.984 -0.414
H -4.295 -0.214 3.951 0.150
H -1.322 4.067 1.441 0.120
N 0.614 -1.219 1.600 0.005
H -3.116 4.203 -1.216 0.083
N -1.348 -2.299 1.548 0.205
C -1.406 -2.464 2.985 -0.066
H -9.014 2.445 1.143 0.174
F -3.878 -1.692 -2.248 0.235
F -7.925 3.284 2.473 0.175
O 4.158 0.907 -2.893 -0.218
H -3.754 2.972 2.278 0.058
H 4.418 1.104 -6.756 0.134
H 2.290 2.267 -4.003 0.119
H 2.704 -0.508 -6.583 0.132
H 2.353 -1.975 2.971 0.107
H 4.919 1.545 4.001 0.118
C 7.239 0.986 2.286 -0.084
C 0.229 1.129 0.724 -0.177
H -0.630 0.843 0.168 0.078
N -3.847 3.684 -0.755 0.117
H 1.979 -3.503 0.228 0.102
C 5.366 0.361 -2.428 -0.113
H 7.614 1.762 2.915 0.085
H 3.074 -3.029 1.859 0.100
H -1.893 2.433 -0.389 0.106
F -6.075 1.535 3.400 0.217
H 6.001 0.193 4.154 0.114
H 0.109 1.005 -5.313 0.095
H 3.133 3.805 -4.105 0.132
H 3.209 0.286 3.187 0.091
C 0.130 2.571 1.142 -0.165
C -2.853 -2.434 3.383 -0.184
H 0.240 -5.644 -0.245 0.121
F -6.566 1.962 0.687 0.200
H -0.563 0.264 2.449 0.124
F -7.897 0.373 0.777 0.212
H -1.526 2.727 2.476 0.106
```

Output
- Total energy: -3170.44106 a.u.
- HOMO energy: -11.006 eV
- Net charge: +1
- LUMO energy: -2.5 eV
- Frontier orbital gap: 0.313 hartree

Density functional theory data (ωB97M-V/def2-TZVPD) for one molecule with the formula C16H16N2O6.

The geometry in XYZ format:
```
40
Properties=species:S:1:pos:R:3:nbo_charge:R:1
C 0.728 2.535 2.970 -0.173
H 1.164 -0.840 2.277 0.226
O -0.444 4.931 2.904 -0.383
C 0.635 0.138 2.375 -0.144
O -2.361 4.074 2.129 -0.358
O -3.447 0.318 1.038 -0.452
C 0.422 -1.775 -1.364 -0.133
H -0.743 -1.676 0.839 0.244
C 1.275 1.256 2.997 -0.218
O -3.431 -1.823 1.274 -0.353
C -1.276 -0.749 0.889 -0.161
C 4.526 -2.019 -2.227 -0.259
N -1.154 3.989 2.455 0.498
H 2.261 1.111 3.458 0.227
H 4.190 -2.556 -3.132 0.183
C -1.205 1.596 1.779 -0.122
H 4.335 -2.645 -1.342 0.180
H 5.586 -1.774 -2.308 0.206
C -0.637 0.299 1.748 -0.105
C 1.747 -1.901 -1.747 -0.324
C -0.530 2.696 2.363 0.007
H 2.212 -2.881 -1.856 0.223
H -2.154 1.757 1.251 0.277
H -4.084 -2.260 -1.743 0.205
H -0.192 -2.663 -1.222 0.221
C -0.143 -0.503 -1.268 -0.143
H -3.759 -0.924 -2.860 0.182
C 0.637 0.659 -1.379 -0.172
N -2.767 -0.776 1.143 0.486
O -2.303 -1.379 -1.481 -0.523
H -1.927 0.493 -0.619 0.206
C 2.513 -0.729 -1.912 0.315
H -4.203 -0.544 -1.158 0.206
H 1.230 3.374 3.436 0.255
C -3.696 -1.246 -1.819 -0.244
H 0.135 1.612 -1.259 0.221
C 1.946 0.562 -1.759 -0.250
C -1.540 -0.436 -0.904 0.209
H 2.583 1.432 -1.880 0.233
O 3.871 -0.733 -2.086 -0.497
```

Output
- Total energy: -1179.95960 a.u.
- HOMO energy: -8.494 eV
- Structure (SMILES): COc1ccc([C@@H](OC)[C@@H](c2cccc([N+](=O)[O-])c2)[N+](=O)[O-])cc1
- LUMO energy: -0.9 eV
- Frontier orbital gap: 0.279 hartree